{
  "formula": "C33H54NO23V2",
  "method": "ωB97M-V with the def2-TZVPD basis set",
  "symbols": ["O", "V", "O", "O", "V", "O", "C", "C", "C", "C", "C", "C", "N", "O", "C", "C", "C", "H", "H", "H", "H", "H", "H", "H", "H", "H", "H", "H", "H", "H", "H", "H", "H", "H", "H", "C", "C", "C", "O", "C", "O", "O", "H", "H", "H", "H", "H", "H", "C", "C", "C", "O", "C", "O", "O", "H", "H", "H", "H", "H", "H", "C", "C", "C", "O", "C", "O", "O", "H", "H", "H", "H", "H", "H", "C", "C", "C", "O", "C", "O", "O", "H", "H", "H", "H", "H", "H", "C", "C", "C", "O", "C", "O", "O", "H", "H", "H", "H", "H", "H", "C", "C", "C", "O", "C", "O", "O", "H", "H", "H", "H", "H", "H"],
  "xyz": [[8.382, 0.964, 17.798], [9.589, 2.047, 17.892], [9.054, 3.437, 17.551], [13.757, 0.604, 26.108], [13.540, 0.131, 24.646], [13.967, -1.417, 24.340], [8.724, -0.294, 25.054], [8.002, 1.083, 24.701], [7.264, 1.358, 26.059], [7.002, 2.927, 26.209], [8.167, 3.796, 25.985], [8.823, 3.500, 24.595], [9.108, 2.081, 24.314], [9.637, 1.777, 22.926], [10.176, 4.300, 24.714], [7.827, 4.227, 23.657], [6.823, 0.976, 23.577], [9.240, -0.674, 24.172], [8.059, -1.013, 25.533], [9.592, -0.221, 25.709], [7.632, 1.002, 27.022], [6.270, 0.911, 26.070], [6.601, 3.163, 27.195], [6.227, 3.334, 25.559], [8.825, 3.662, 26.843], [8.010, 4.872, 26.065], [10.137, 5.248, 25.250], [10.346, 4.693, 23.711], [11.091, 3.889, 25.141], [6.832, 3.815, 23.485], [8.236, 4.159, 22.649], [7.790, 5.306, 23.809], [6.258, 1.904, 23.498], [6.038, 0.256, 23.810], [7.207, 0.672, 22.603], [-0.767, 6.126, 27.475], [-0.410, 6.702, 26.004], [-1.251, 7.893, 25.727], [-0.244, 8.733, 25.212], [0.950, 8.230, 25.291], [1.888, 8.688, 24.639], [0.906, 7.185, 26.077], [-1.820, 6.326, 27.678], [-0.245, 6.661, 28.269], [-0.451, 5.089, 27.367], [-0.487, 6.019, 25.158], [-1.795, 8.366, 26.545], [-1.949, 7.679, 24.918], [-0.074, -3.939, 24.280], [-0.750, -4.180, 23.029], [-0.823, -3.012, 21.985], [-0.100, -3.368, 20.889], [0.196, -4.718, 21.053], [0.443, -5.547, 20.134], [-0.073, -5.123, 22.326], [0.994, -3.743, 24.184], [-0.267, -4.797, 24.924], [-0.335, -3.042, 24.842], [-1.766, -4.513, 23.240], [-0.260, -2.233, 22.499], [-1.850, -2.662, 21.890], [8.476, 7.279, 32.466], [7.311, 6.572, 33.172], [6.027, 7.131, 32.568], [5.428, 5.987, 32.360], [6.231, 4.865, 32.652], [5.864, 3.771, 32.548], [7.373, 5.178, 33.082], [8.348, 7.490, 31.405], [9.325, 6.595, 32.445], [8.786, 8.265, 32.811], [7.254, 6.910, 34.206], [6.144, 7.787, 31.706], [5.505, 7.789, 33.263], [2.910, 3.172, 17.758], [1.553, 2.780, 18.388], [1.263, 3.662, 19.652], [-0.138, 3.962, 19.538], [-0.609, 3.502, 18.400], [-1.798, 3.594, 18.014], [0.433, 3.009, 17.619], [3.338, 2.636, 16.911], [3.711, 3.233, 18.494], [2.794, 4.215, 17.463], [1.556, 1.774, 18.808], [1.897, 4.515, 19.896], [1.373, 3.002, 20.513], [12.156, -2.036, 33.892], [12.315, -1.140, 32.585], [11.038, -0.555, 32.057], [11.372, 0.813, 31.931], [12.520, 1.152, 32.567], [13.003, 2.251, 32.619], [13.173, -0.033, 32.956], [11.301, -2.710, 33.832], [11.966, -1.499, 34.821], [13.095, -2.584, 33.978], [12.892, -1.694, 31.844], [10.123, -0.552, 32.650], [10.844, -0.899, 31.041], [7.007, 10.449, 19.211], [7.474, 11.683, 18.436], [6.363, 12.424, 17.756], [6.170, 13.621, 18.593], [7.372, 13.760, 19.324], [7.638, 14.815, 19.918], [8.064, 12.670, 19.287], [6.234, 10.730, 19.925], [7.810, 9.917, 19.723], [6.504, 9.690, 18.612], [8.300, 11.392, 17.788], [5.471, 11.803, 17.671], [6.837, 12.789, 16.845]],
  "forces_ev_per_angstrom": [[2.368, 2.339, 0.144], [-1.902, -3.259, 0.350], [-0.525, 0.912, -0.253], [0.227, -0.481, 0.038], [0.139, -2.587, -1.124], [-0.759, 3.231, 1.071], [0.457, 0.583, -1.505], [-0.194, -1.973, 1.087], [-0.802, 3.510, -0.272], [-1.731, -0.506, 0.571], [1.737, -1.284, 0.583], [0.767, 2.119, 2.284], [-0.907, -1.390, -4.177], [-1.573, 1.303, 5.184], [-0.267, 1.007, -1.761], [1.166, -0.337, -2.346], [1.171, -0.103, 0.561], [-0.641, -0.488, -0.412], [-0.164, 0.028, -0.467], [-0.300, 0.886, 0.580], [1.138, -0.075, -0.426], [0.022, -0.185, -0.630], [-0.032, -0.364, 0.240], [-0.381, -0.743, -0.350], [0.773, -0.461, -0.186], [-0.593, -0.096, -0.486], [-0.962, -0.091, 0.435], [0.769, -0.369, -0.300], [-0.377, -0.973, -0.267], [0.087, -0.011, 0.877], [0.267, -0.087, -0.302], [-0.087, -0.167, 0.632], [0.442, 0.151, -0.024], [0.417, -0.346, 0.598], [0.256, 0.317, 0.072], [0.461, 0.089, -2.543], [-1.372, -1.348, 3.865], [-0.128, 0.449, -0.972], [-1.968, 2.838, -1.199], [2.983, 1.926, -2.714], [-1.551, -1.296, 2.097], [1.535, -1.354, 0.367], [-0.119, -0.761, -0.195], [0.457, -0.045, -0.410], [-0.502, -0.127, 1.004], [0.048, -0.498, 0.400], [0.345, -0.044, 0.185], [-0.182, 0.151, 0.104], [1.298, 0.864, 2.475], [-2.212, 1.850, -1.314], [-0.031, 1.738, 4.110], [0.765, -2.731, -1.340], [-0.644, -3.677, -3.755], [-0.261, 4.134, 3.874], [1.584, -1.796, -2.371], [0.238, -0.611, -0.397], [0.409, 0.058, 0.192], [-0.921, 0.011, -0.154], [-0.116, -0.296, -0.143], [-0.191, 0.675, -0.229], [0.081, -0.216, -0.943], [1.180, -0.817, -0.507], [2.674, 5.288, 0.639], [1.888, 2.334, 1.215], [-3.090, -5.090, -1.393], [-3.575, 0.438, -1.136], [-1.628, -2.788, -0.748], [2.510, 2.495, 0.701], [-0.786, -0.396, -0.198], [0.369, 0.238, 0.457], [-0.172, -0.263, 0.806], [0.599, -0.680, 0.299], [0.297, -0.504, -0.620], [-0.259, -0.264, 0.470], [-0.456, 0.881, 0.010], [1.895, 0.698, 1.906], [0.104, -1.299, 0.620], [0.631, 0.317, 0.773], [-3.735, 0.457, -3.042], [4.833, -0.607, 1.553], [-1.902, 0.085, -0.698], [-0.664, -0.376, 0.029], [-0.210, -0.380, 0.424], [-0.033, 0.090, -0.345], [0.012, -0.401, -0.666], [-0.372, 0.443, -0.751], [-0.108, 0.091, 0.195], [0.156, 0.340, -1.247], [0.745, -1.448, 3.005], [0.042, 0.899, -0.795], [0.213, 1.769, 0.159], [1.585, -0.670, -0.807], [-0.948, -1.457, 0.315], [-1.626, 1.533, -0.503], [0.178, -0.298, -0.447], [0.277, 0.593, -0.304], [-0.238, -0.189, 0.296], [-0.342, -0.099, -0.115], [0.234, -0.742, 0.290], [-0.284, -0.228, 0.146], [-0.264, 0.103, 0.504], [0.546, -1.661, 0.718], [0.716, 1.386, 0.156], [1.406, -1.212, 0.124], [-2.107, 4.781, 1.202], [-0.562, -3.526, -1.765], [1.173, -1.130, 0.443], [0.163, 0.173, 0.309], [0.100, 0.318, 0.099], [0.187, 0.243, -0.633], [-0.287, 0.012, -0.367], [-0.071, 0.577, -0.223], [-1.006, -0.053, -0.568]],
  "e_homo_ev": -9.431,
  "gap_ev": 2.38,
  "e_lumo_ev": -7.06,
  "total_charge": 1
}

---

{
  "formula": "C4H4Cl2O",
  "method": "ωB97M-V with the def2-TZVPD basis set",
  "symbols": ["C", "C", "C", "C", "O", "Cl", "Cl", "H", "H", "H", "H"],
  "xyz": [[0.388, -0.948, 0.630], [1.107, -0.286, -0.059], [-2.453, 0.851, 0.813], [1.982, 0.567, -0.817], [-3.558, 0.321, 0.316], [-1.721, 1.782, -0.394], [2.619, 1.888, 0.236], [-0.225, -1.567, 1.218], [-4.002, -0.217, 0.988], [1.453, 1.050, -1.641], [2.844, 0.010, -1.182]],
  "forces_ev_per_angstrom": [[0.299, 0.040, -0.316], [-0.254, -0.207, 0.289], [-0.994, -0.988, 0.822], [0.246, 0.345, -0.054], [0.506, 0.437, -0.296], [0.138, 0.458, -0.704], [0.015, -0.047, -0.162], [-0.310, -0.223, 0.295], [0.305, 0.156, 0.148], [0.132, -0.104, 0.057], [-0.084, 0.133, -0.081]],
  "e_homo_ev": -9.416,
  "gap_ev": 9.85,
  "e_lumo_ev": 0.43,
  "total_charge": 0
}

---

{
  "formula": "C33H58ClN7O9P2TeW",
  "method": "ωB97M-V with the def2-TZVPD basis set",
  "symbols": ["W", "C", "N", "C", "P", "O", "O", "P", "O", "N", "C", "C", "N", "C", "C", "N", "C", "C", "H", "H", "H", "H", "H", "H", "H", "H", "H", "H", "H", "H", "H", "H", "H", "H", "H", "H", "H", "H", "H", "H", "H", "H", "O", "N", "C", "C", "C", "C", "C", "N", "H", "H", "H", "H", "H", "H", "H", "H", "H", "O", "Cl", "O", "O", "O", "C", "C", "O", "N", "Te", "C", "C", "C", "C", "C", "C", "C", "C", "C", "C", "C", "C", "C", "C", "C", "C", "C", "C", "H", "H", "H", "H", "H", "H", "H", "H", "H", "H", "H", "H", "H", "H", "H", "H", "H", "H", "H", "H", "H", "H", "H", "H", "H"],
  "xyz": [[1.365, -0.982, -0.403], [-2.411, -1.962, -2.466], [-2.088, -3.046, -1.540], [-3.218, -3.951, -1.373], [-0.519, -3.558, -1.589], [0.388, -2.373, -1.589], [-0.302, -4.229, -0.100], [0.214, -3.525, 1.247], [1.217, -2.420, 0.999], [0.860, -4.771, 2.084], [2.168, -4.728, 2.719], [0.210, -6.073, 2.106], [-1.131, -2.766, 1.847], [-2.333, -3.546, 2.103], [-0.917, -1.755, 2.881], [-0.121, -4.634, -2.745], [1.188, -4.609, -3.388], [-0.862, -5.873, -2.929], [-2.675, -2.331, -3.459], [-1.560, -1.286, -2.542], [-3.261, -1.412, -2.064], [-3.538, -4.378, -2.326], [-4.045, -3.370, -0.964], [-2.976, -4.752, -0.682], [2.600, -3.737, 2.608], [2.843, -5.447, 2.251], [2.072, -4.976, 3.778], [-0.780, -6.007, 1.665], [0.121, -6.429, 3.134], [0.794, -6.802, 1.541], [-2.396, -4.368, 1.400], [-3.199, -2.898, 1.970], [-2.347, -3.941, 3.122], [-0.050, -1.153, 2.616], [-0.772, -2.206, 3.868], [-1.800, -1.116, 2.912], [1.685, -3.668, -3.162], [1.055, -4.700, -4.468], [1.809, -5.438, -3.045], [-1.793, -5.839, -2.375], [-0.282, -6.731, -2.586], [-1.085, -6.010, -3.989], [-0.147, -0.133, -1.259], [-0.433, -0.431, 0.022], [3.685, 2.456, 1.698], [3.642, 1.318, 2.742], [3.481, 1.865, 4.164], [4.909, 0.446, 2.656], [2.534, 0.544, 2.288], [1.659, 0.026, 1.726], [4.540, 3.092, 1.911], [2.779, 3.062, 1.737], [3.785, 2.047, 0.694], [4.369, 2.438, 4.415], [3.384, 1.060, 4.886], [2.617, 2.516, 4.246], [5.772, 1.071, 2.873], [5.031, 0.011, 1.665], [4.880, -0.358, 3.387], [2.562, -3.014, -0.925], [3.724, -2.467, -0.311], [4.718, -2.201, -1.229], [3.254, -1.184, 0.236], [4.105, -3.250, 0.769], [3.375, 1.270, -2.797], [2.587, 0.451, -1.826], [2.287, -0.798, -2.121], [2.164, 0.839, -0.668], [0.161, 1.971, 0.103], [-0.287, 4.063, 0.750], [-0.425, 4.345, 2.118], [-0.058, 3.354, 3.178], [-0.956, 5.569, 2.504], [-1.301, 6.545, 1.573], [-1.874, 7.846, 1.994], [-1.057, 6.283, 0.224], [-0.504, 5.082, -0.191], [-0.142, 4.898, -1.624], [-1.555, 2.048, -1.226], [-2.847, 1.994, -0.680], [-3.094, 2.065, 0.793], [-3.920, 1.881, -1.553], [-3.752, 1.808, -2.938], [-4.917, 1.675, -3.848], [-2.459, 1.846, -3.451], [-1.358, 1.951, -2.619], [0.013, 1.872, -3.214], [4.400, 0.895, -2.807], [3.370, 2.317, -2.505], [2.976, 1.139, -3.802], [0.373, 2.457, 2.718], [-0.937, 3.073, 3.758], [0.659, 3.798, 3.868], [-1.104, 5.773, 3.554], [-1.935, 7.927, 3.075], [-2.873, 7.961, 1.570], [-1.279, 8.672, 1.604], [-1.275, 7.048, -0.508], [0.164, 5.844, -2.062], [-0.999, 4.527, -2.186], [0.683, 4.184, -1.688], [-2.189, 1.769, 1.342], [-3.927, 1.428, 1.081], [-3.350, 3.084, 1.083], [-4.921, 1.850, -1.149], [-5.766, 1.212, -3.354], [-4.657, 1.107, -4.738], [-5.240, 2.662, -4.186], [-2.312, 1.790, -4.520], [0.070, 2.426, -4.149], [0.246, 0.821, -3.424], [0.762, 2.260, -2.513]],
  "forces_ev_per_angstrom": [[-0.043, -3.343, 1.981], [0.164, 0.352, -0.262], [0.827, -0.384, -0.249], [-0.164, -0.140, 0.178], [-0.880, -0.952, 0.703], [0.269, 0.408, -0.621], [-0.148, -0.015, -0.431], [-1.194, -1.146, 0.689], [-0.311, -0.138, 0.728], [-0.257, 1.188, -0.595], [0.379, 0.161, 0.238], [-0.202, -0.303, -0.011], [0.683, -0.506, -0.172], [-0.189, -0.128, -0.077], [0.249, 0.165, -0.080], [-0.113, 0.978, 0.889], [0.413, 0.163, -0.136], [-0.331, -0.204, -0.135], [-0.006, -0.040, -0.021], [-0.252, -0.010, -0.133], [-0.005, 0.051, 0.041], [-0.022, -0.015, 0.001], [-0.032, -0.089, 0.043], [-0.029, -0.098, 0.052], [0.039, -0.067, 0.126], [-0.050, 0.019, -0.031], [-0.002, 0.054, -0.049], [-0.089, -0.139, 0.037], [-0.047, 0.084, -0.045], [0.013, 0.043, -0.029], [-0.156, -0.098, -0.026], [-0.066, -0.046, -0.007], [0.009, -0.050, 0.003], [-0.181, -0.003, 0.240], [-0.011, 0.032, 0.000], [-0.006, 0.021, 0.025], [0.060, -0.112, -0.145], [-0.028, 0.031, 0.058], [-0.017, 0.007, 0.061], [-0.113, -0.130, -0.017], [0.052, 0.059, 0.067], [-0.030, 0.020, 0.052], [-1.293, 0.216, 0.242], [-0.660, 0.338, -0.964], [0.231, 0.021, -0.021], [1.038, 0.641, 0.336], [-0.170, -0.144, -0.050], [0.013, -0.073, -0.080], [-1.963, -1.104, -0.769], [1.178, 0.336, 0.681], [0.069, 0.096, 0.038], [-0.023, 0.084, 0.083], [0.088, 0.075, 0.039], [0.068, 0.045, -0.029], [-0.004, -0.080, 0.083], [-0.119, 0.097, 0.028], [0.017, 0.053, -0.003], [0.041, 0.042, -0.015], [-0.023, -0.046, 0.054], [-1.189, -0.275, -1.018], [2.543, -2.436, 0.396], [1.319, 0.359, -1.089], [0.677, 1.807, 1.024], [0.705, -0.675, 0.975], [-0.256, -0.341, 0.276], [0.974, 0.749, -2.339], [0.307, 1.230, -1.303], [-0.863, 0.122, 0.390], [-2.083, 3.830, 0.591], [0.181, -1.187, -0.292], [-0.012, 0.527, 1.108], [0.073, -0.086, -0.178], [0.285, -1.021, 0.182], [-0.185, 0.354, -0.026], [0.094, -0.064, 0.156], [0.265, -0.768, -0.643], [-0.328, 1.217, -0.615], [0.088, -0.002, -0.021], [-0.243, -0.043, -0.852], [0.609, 0.125, 0.072], [0.195, 0.120, 0.060], [0.166, -0.015, -0.492], [0.214, -0.052, 0.510], [-0.291, 0.159, -0.228], [-0.082, 0.120, 0.343], [0.244, 0.041, 0.600], [-0.003, -0.132, -0.053], [0.106, -0.013, 0.013], [0.040, 0.009, 0.008], [-0.015, -0.008, -0.020], [0.009, 0.029, 0.424], [-0.012, -0.125, 0.027], [0.043, -0.087, 0.007], [-0.051, -0.052, 0.133], [-0.035, 0.064, 0.026], [-0.093, 0.010, -0.043], [0.047, 0.069, -0.053], [0.021, 0.052, -0.107], [0.106, -0.013, -0.070], [0.029, -0.040, -0.085], [-0.038, 0.181, -0.311], [-0.350, -0.063, 0.208], [0.062, -0.106, 0.103], [0.028, 0.091, 0.106], [-0.122, -0.029, 0.120], [-0.048, -0.067, -0.003], [-0.048, -0.068, -0.034], [-0.027, 0.028, -0.017], [0.068, -0.043, -0.121], [0.110, 0.053, 0.025], [0.092, 0.200, -0.093], [0.005, -0.012, -0.366]],
  "e_homo_ev": [-16.068, -16.077],
  "gap_ev": [5.90, 4.79],
  "e_lumo_ev": [-10.17, -11.29],
  "spin_multiplicity": 2,
  "total_charge": 3
}